Molecular formula: C10H12ClN
Method: DFT, ωB97M-V/def2-TZVPD

Results
LUMO (spin up / spin down) in eV: 0.00 / 0.00
DFT total energy in a.u.: -903.0592
HOMO energy (spin up / spin down) in eV: -7.0510 / -7.0518
Energy relative to the best compared isomer or geometry (same formula, charge and spin) in eV: 3.7672
Kohn-Sham gap (spin up / spin down) in eV: 7.0 / 7.1

Geometry as XYZ:
```
24
C10H12ClN | OMol25 | ωB97M-V/def2-TZVPD
C 0.800 -0.035 3.142
C -0.092 1.001 2.934
C 1.531 -0.554 2.031
C -0.199 1.658 1.683
C 1.538 0.110 0.816
C 0.542 1.092 0.571
C -0.396 -1.901 -2.057
C -0.714 -0.673 -2.288
C 0.355 1.635 -0.790
C -1.489 0.253 -1.466
N -2.087 -0.236 -0.303
Cl -2.465 1.432 -2.302
H 0.705 -0.630 4.067
H -0.802 1.251 3.748
H 2.434 -1.210 2.184
H -0.918 2.341 1.372
H 2.101 -0.139 -0.084
H 0.200 -2.549 -2.679
H -0.710 -2.290 -0.987
H -0.445 -0.285 -3.172
H 1.062 1.440 -1.541
H -0.209 2.510 -0.940
H -2.563 0.500 0.167
H -1.817 -1.014 0.169
```

Here are the Löwdin charges for atoms 1 to 2, given in e: -0.113, -0.109

Molecular formula: C2H3EuFO
Method: DFT, ωB97M-V/def2-TZVPD

Results
LUMO (spin up / spin down) in eV: -5.96 / -5.95
Multiplicity: 9
Net charge: +1
DFT total energy in a.u.: -962.9616
HOMO energy (spin up / spin down) in eV: -9.8262 / -11.9373
Energy relative to the best compared isomer or geometry (same formula, charge and spin) in eV: 2.5922
Kohn-Sham gap (spin up / spin down) in eV: 3.9 / 6.0

Geometry as XYZ:
```
8
C2H3EuFO | OMol25 | ωB97M-V/def2-TZVPD
H 1.061 -0.037 -0.833
O 0.221 0.831 -0.555
C -0.140 0.053 0.659
C 0.793 -1.095 0.447
Eu -0.949 2.070 -2.091
H -1.207 -0.227 0.651
H 0.186 0.647 1.529
F 0.034 -2.242 0.193
```

Here are the Löwdin charges for atoms 1 to 2, given in e: 0.160, -0.571

Molecular formula: C24H32Cl2IrN3O4PS3Te
Method: DFT, ωB97M-V/def2-TZVPD

Results
LUMO (spin up / spin down) in eV: -2.21 / -4.16
Multiplicity: 5
Net charge: +1
DFT total energy in a.u.: -4227.5205
HOMO energy (spin up / spin down) in eV: -9.9181 / -10.5150
Energy relative to the best compared isomer or geometry (same formula, charge and spin) in eV: 0.0000
Kohn-Sham gap (spin up / spin down) in eV: 7.7 / 6.4

Geometry as XYZ:
```
71
C24H32Cl2IrN3O4PS3Te | OMol25 | ωB97M-V/def2-TZVPD
Ir -0.849 0.772 0.252
C -2.420 1.382 -3.110
C -3.334 1.182 -1.951
N -2.956 1.054 -0.708
C -4.024 0.940 0.151
C -5.239 0.972 -0.451
S -5.038 1.156 -2.137
C -3.711 0.818 1.569
C -4.562 0.804 2.624
S -3.673 0.705 4.077
C -2.205 0.678 3.206
N -2.376 0.738 1.909
C -0.886 0.618 3.892
H -1.401 1.141 -2.821
H -2.447 2.424 -3.431
H -2.716 0.762 -3.955
H -6.213 0.891 0.000
H -5.637 0.863 2.616
H -1.004 0.691 4.971
H -0.250 1.432 3.542
H -0.392 -0.317 3.636
Cl -0.709 3.603 0.668
C 0.961 3.809 0.174
C 1.569 4.978 0.594
C 2.876 5.240 0.224
C 3.555 4.334 -0.570
C 2.926 3.172 -0.984
Cl 3.828 2.106 -2.010
C 1.607 2.853 -0.621
S 0.871 1.367 -1.221
H 1.011 5.676 1.202
H 3.360 6.151 0.547
H 4.572 4.520 -0.885
C 3.668 2.306 2.763
C 3.619 0.973 2.060
O 2.232 0.556 2.014
P 1.773 -0.840 1.415
O 0.286 -0.863 1.470
Te 2.786 -1.212 -0.738
O 2.468 -1.973 2.270
C 2.072 -2.205 3.652
C 0.985 -3.251 3.721
H 4.697 2.664 2.799
H 3.297 2.221 3.785
H 3.065 3.039 2.228
H 4.197 0.212 2.588
H 3.988 1.044 1.036
H 1.760 -1.257 4.096
H 2.983 -2.531 4.151
H 0.102 -2.926 3.174
H 0.712 -3.428 4.762
H 1.335 -4.190 3.295
O -1.119 -1.243 -1.048
C -1.109 -1.728 -2.184
C -2.065 -2.827 -2.576
C -1.358 -4.196 -2.735
C 0.144 -4.117 -3.009
C 0.533 -3.390 -4.295
C -0.091 -1.992 -4.416
N -0.248 -1.323 -3.132
H -2.557 -2.540 -3.508
H -2.829 -2.876 -1.804
H -1.854 -4.760 -3.528
H -1.502 -4.763 -1.815
H 0.547 -5.130 -3.044
H 0.635 -3.630 -2.160
H 0.229 -3.975 -5.166
H 1.622 -3.311 -4.336
H -1.067 -2.052 -4.900
H 0.522 -1.349 -5.045
H 0.447 -0.650 -2.840
```

Here are the Löwdin charges for atoms 1 to 2, given in e: 1.015, -0.065

Molecular formula: C32H38AsN5PRuS5
Method: DFT, ωB97M-V/def2-TZVPD

Results
LUMO (spin up / spin down) in eV: 3.99 / 3.99
Multiplicity: 2
Net charge: -2
DFT total energy in a.u.: -6179.0541
HOMO energy (spin up / spin down) in eV: -1.2850 / -1.1358
Energy relative to the best compared isomer or geometry (same formula, charge and spin) in eV: 0.2557
Kohn-Sham gap (spin up / spin down) in eV: 5.3 / 5.1

Geometry as XYZ:
```
83
C32H38AsN5PRuS5 | OMol25 | ωB97M-V/def2-TZVPD
Ru -0.735 0.370 1.135
N 1.797 -0.369 4.666
C 1.045 0.230 3.671
S -0.629 -0.013 3.652
N 1.747 0.989 2.861
N 0.973 1.563 1.877
C 1.572 2.584 1.376
C 1.014 3.616 0.488
C 1.794 4.757 0.272
C 1.247 5.817 -0.431
C -0.062 5.721 -0.879
C -0.744 4.531 -0.650
N -0.203 3.495 -0.028
H 1.254 -0.676 5.457
H 2.646 0.127 4.892
H 2.567 2.795 1.767
H 2.803 4.800 0.663
H 1.833 6.709 -0.621
H -0.543 6.532 -1.410
H -1.768 4.396 -0.987
S -5.530 1.565 0.620
As -3.951 0.719 1.778
S -2.164 2.043 1.947
S -2.768 -0.738 0.595
S -4.602 -0.057 3.634
C 0.369 -6.491 1.198
C -0.268 -5.169 1.557
C -1.477 -5.126 2.230
C -1.997 -3.885 2.588
C -3.296 -3.765 3.340
C -1.324 -2.726 2.249
C -0.131 -2.695 1.493
C 0.381 -3.991 1.204
N 0.455 -1.486 1.083
C 1.842 -1.669 0.552
C 2.530 -0.345 0.220
C 1.840 -2.470 -0.789
C 2.762 -2.305 1.632
H -0.241 -7.326 1.550
H 1.362 -6.588 1.645
H 0.491 -6.598 0.116
H -1.998 -6.042 2.494
H -3.675 -4.747 3.634
H -4.049 -3.259 2.732
H -3.179 -3.147 4.232
H -1.733 -1.810 2.619
H 1.317 -4.120 0.689
H 1.899 0.292 -0.387
H 3.443 -0.560 -0.346
H 2.806 0.193 1.119
H 2.044 -1.795 -1.615
H 0.882 -2.949 -0.977
H 2.611 -3.246 -0.806
H 2.259 -3.051 2.239
H 3.099 -1.520 2.310
H 3.642 -2.768 1.173
C -1.300 -0.897 -2.166
P -0.637 0.623 -1.391
C -1.751 1.845 -2.208
C -1.346 2.651 -3.276
C -2.218 3.570 -3.841
C -3.508 3.703 -3.342
C -3.920 2.898 -2.292
C -3.049 1.974 -1.731
C 0.888 0.857 -2.425
C 1.629 2.039 -2.336
C 2.843 2.183 -2.985
C 3.354 1.142 -3.749
C 2.620 -0.024 -3.875
C 1.400 -0.162 -3.223
H -1.240 -0.824 -3.253
H -2.338 -0.979 -1.858
H -0.766 -1.774 -1.801
H -0.346 2.570 -3.679
H -1.883 4.186 -4.668
H -4.183 4.437 -3.768
H -4.910 2.977 -1.860
H -3.400 1.372 -0.904
H 1.247 2.862 -1.752
H 3.397 3.109 -2.879
H 4.313 1.242 -4.243
H 2.999 -0.844 -4.474
H 0.848 -1.081 -3.346
```

Here are the Löwdin charges for atoms 1 to 2, given in e: 0.471, 0.051

Molecular formula: C6H6O2
Method: DFT, ωB97M-V/def2-TZVPD

Results
LUMO in eV: 0.85
DFT total energy in a.u.: -382.6113
HOMO energy in eV: -9.2295
Energy relative to the best compared isomer or geometry (same formula, charge and spin) in eV: 2.0245
Kohn-Sham gap in eV: 10.1
SMILES: CC(=O)c1ccco1

Geometry as XYZ:
```
14
C6H6O2 | OMol25 | ωB97M-V/def2-TZVPD
C 2.165 0.418 0.746
C 1.427 -0.431 -0.312
C -0.060 -0.231 -0.305
C -0.907 0.662 -0.747
C -2.223 0.248 -0.366
C -2.049 -0.958 0.224
H 1.641 0.294 1.532
H 3.150 -0.059 0.574
H 2.261 1.454 0.683
H -0.770 1.529 -1.404
H -3.158 0.819 -0.483
H -2.803 -1.329 0.676
O 2.038 -1.106 -1.124
O -0.710 -1.311 0.305
```

Here are the Löwdin charges for atoms 1 to 2, given in e: 0.032, -0.319

Molecular formula: C3H8N3S
Method: DFT, ωB97M-V/def2-TZVPD

Results
LUMO (spin up / spin down) in eV: -4.91 / -4.91
Net charge: +1
DFT total energy in a.u.: -681.1070
HOMO energy (spin up / spin down) in eV: -12.5072 / -12.5072
Energy relative to the best compared isomer or geometry (same formula, charge and spin) in eV: 5.6412
Kohn-Sham gap (spin up / spin down) in eV: 7.6 / 7.6

Geometry as XYZ:
```
15
C3H8N3S | OMol25 | ωB97M-V/def2-TZVPD
C 1.663 0.432 0.846
C 1.711 -0.491 -1.428
C -1.849 -0.035 1.286
N 1.892 -0.027 -0.354
N 0.391 0.429 1.322
N -0.580 -0.192 0.761
S -1.008 -0.363 -2.245
H 2.306 1.282 1.288
H 2.098 -0.848 -2.310
H -2.533 -0.152 0.322
H -2.051 -1.057 1.765
H -1.886 0.920 1.813
H 0.282 1.196 2.153
H -0.134 -1.436 -2.125
H -0.302 0.341 -3.094
```

Here are the Löwdin charges for atoms 1 to 2, given in e: -0.162, 0.149

Molecular formula: C3H4N2OS2
Method: DFT, ωB97M-V/def2-TZVPD

Results
LUMO in eV: 0.20
DFT total energy in a.u.: -1097.8141
HOMO energy in eV: -8.3664
Energy relative to the best compared isomer or geometry (same formula, charge and spin) in eV: 1.1015
Kohn-Sham gap in eV: 8.6
SMILES: Oc1nc(S)c(S)[nH]1

Geometry as XYZ:
```
12
C3H4N2OS2 | OMol25 | ωB97M-V/def2-TZVPD
C 1.007 -0.068 -1.102
C -0.983 -0.138 -0.294
C -0.240 0.363 0.700
H 2.943 -0.110 -1.595
H -3.046 -0.169 0.691
H -0.832 -0.944 2.529
H 1.839 1.041 0.471
N -0.226 -0.404 -1.453
N 1.078 0.299 0.254
O 2.023 0.030 -2.033
S -2.740 -0.393 -0.541
S -0.824 0.492 2.372
```

Here are the Löwdin charges for atoms 1 to 2, given in e: -0.417, -0.700

Molecular formula: C4H5P
Method: DFT, ωB97M-V/def2-TZVPD

Results
LUMO in eV: 0.72
DFT total energy in a.u.: -496.5376
HOMO energy in eV: -9.6864
Energy relative to the best compared isomer or geometry (same formula, charge and spin) in eV: 4.4369
Kohn-Sham gap in eV: 10.4

Geometry as XYZ:
```
10
C4H5P | OMol25 | ωB97M-V/def2-TZVPD
C -0.992 -0.475 0.273
C -1.157 1.466 0.286
C -0.809 -1.720 0.320
C 2.312 -0.604 -0.736
P 3.433 -0.186 0.194
H -1.515 1.762 1.296
H -2.025 1.732 -0.433
H -0.726 -2.714 0.172
H 1.719 -1.131 -1.438
H -0.241 1.869 0.067
```

Here are the Löwdin charges for atoms 1 to 2, given in e: -0.057, 0.017